C23H52O3P4SeTi | ωB97M-V/def2-TZVPD

Positions of all 84 atoms, in Å:
Ti  0.61349  -0.36467  0.31488
P  -1.09936  1.81900  0.05425
P  -0.85889  -2.08932  -1.12998
P  1.09004  0.37091  -2.22038
H  2.81542  0.11261  2.05792
C  2.62249  0.69304  1.14871
C  1.59408  1.65055  1.13246
H  1.08976  1.92849  2.06679
C  -1.84515  2.49792  1.59363
C  -2.61498  1.38389  -0.87324
C  -0.60804  3.42125  -0.70242
C  0.05861  -3.63019  -1.54816
C  -2.27852  -2.82693  -0.24128
C  -1.73227  -1.78618  -2.72282
C  2.39616  1.66214  -2.18284
C  -0.05992  1.12358  -3.44547
C  1.90529  -0.82222  -3.36078
H  3.50457  0.84895  0.52329
H  1.64150  2.46028  0.39558
H  -1.11122  2.47319  2.40912
H  -2.73072  1.91190  1.88129
H  -2.14390  3.53678  1.40593
H  -3.03852  0.45124  -0.47615
H  -2.40138  1.26061  -1.94086
H  -3.34688  2.19190  -0.74141
H  0.28981  3.80807  -0.20848
H  -1.42876  4.12891  -0.52673
H  -0.42332  3.34627  -1.77729
H  -0.65283  -4.46231  -1.61172
H  0.79797  -3.84743  -0.76900
H  0.58419  -3.52520  -2.50145
H  -2.57037  -3.77221  -0.72407
H  -3.13616  -2.14197  -0.26411
H  -2.00758  -3.01264  0.80328
H  -2.44079  -2.60751  -2.90498
H  -1.04288  -1.73471  -3.57226
H  -2.30618  -0.85456  -2.66495
H  2.73034  1.80575  -3.22042
H  3.25016  1.35394  -1.56834
H  1.99809  2.61054  -1.79768
H  0.53040  1.42175  -4.32361
H  -0.56552  2.00638  -3.04745
H  -0.81718  0.40233  -3.76872
H  2.28717  -0.23029  -4.20254
H  1.19948  -1.57481  -3.73290
H  2.75344  -1.34039  -2.89264
C  4.33378  -2.25513  0.35866
C  5.11200  -1.44356  1.18151
C  6.45213  -1.77691  1.42014
C  7.00060  -2.93238  0.84607
C  6.19442  -3.79282  0.08747
C  4.85495  -3.45590  -0.15795
Se  2.51965  -1.64797  -0.31913
H  1.35074  -1.92188  0.85112
H  4.68683  -0.54711  1.62242
H  7.05487  -1.12059  2.05318
H  8.05526  -3.16067  0.99950
H  6.60565  -4.71948  -0.31320
H  4.21320  -4.10649  -0.76182
C  -4.57844  -2.95955  2.40475
C  -4.05718  -1.54793  2.44306
O  -2.56440  -1.64217  2.58254
P  -1.66362  -0.27859  2.62583
O  -1.59965  0.04257  4.21142
C  -2.54192  -0.29090  5.29548
C  -1.74775  -0.44838  6.56434
O  -0.12127  -0.80340  2.25745
C  1.01086  -1.35617  3.63592
C  1.38799  -0.11105  4.32714
H  -4.27101  -3.48077  1.48958
H  -5.67193  -2.91771  2.42761
H  -4.23601  -3.53029  3.27473
H  -4.29547  -1.00030  1.51968
H  -4.44876  -0.99122  3.30523
H  -3.07344  -1.21983  5.05050
H  -3.26807  0.52598  5.37799
H  -1.17145  0.45289  6.80187
H  -2.43937  -0.63926  7.39160
H  -1.06230  -1.30087  6.49528
H  0.27336  -1.98902  4.12028
H  1.75452  -1.86710  3.03804
H  0.48985  0.38335  4.70895
H  2.05439  -0.32047  5.17198
H  1.89967  0.58161  3.65802

Kohn-Sham gap (alpha / beta) (eV): 5.932 / 6.154
Total charge: +3
Spin multiplicity: 2
Maximum force (eV Å⁻¹): 3.7
Relative energy (zero: lowest compared OMol25 entry of this formula, charge and spin) (kcal/mol): 0.00

Löwdin atomic charge list, values in e, 4 entries: Ti 0.257; P 0.791; P 0.789; P 0.726